Record 1
# C16H22N4O3S2

A structure of composition C16H22N4O3S2 (ωB97M-V/def2-TZVPD, the Open Molecules 2025 dataset).

Positions of all 47 atoms, in Å:
1 C -2.123 -2.967 1.031
2 H -2.424 -3.917 1.466
3 H -2.954 -2.586 0.441
4 H -1.919 -2.270 1.841
5 C -0.880 -3.158 0.164
6 C 0.269 -3.728 0.992
7 H 1.096 -4.024 0.351
8 H -0.072 -4.606 1.536
9 H 0.626 -2.991 1.706
10 H -1.113 -3.865 -0.639
11 C -0.514 -1.823 -0.526
12 N 0.636 -1.999 -1.390
13 S 0.955 -0.745 -2.423
14 O 1.838 -1.223 -3.440
15 O -0.301 -0.168 -2.825
16 C 1.840 0.487 -1.466
17 C 1.619 1.820 -1.656
18 C 2.293 2.791 -0.887
19 C 3.175 2.435 0.099
20 C 3.418 1.069 0.316
21 N 4.216 0.507 1.227
22 S 4.138 -1.082 1.068
23 N 3.120 -1.163 -0.167
24 C 2.763 0.079 -0.498
25 H 3.677 3.168 0.711
26 H 2.091 3.834 -1.077
27 H 0.906 2.115 -2.410
28 H 1.485 -2.242 -0.892
29 C -0.254 -0.716 0.499
30 O 0.729 -0.769 1.231
31 N -1.130 0.302 0.579
32 C -2.248 0.527 -0.327
33 H -3.045 -0.200 -0.131
34 C -2.794 1.947 -0.173
35 C -1.630 2.931 -0.160
36 C -0.753 2.694 1.077
37 C -0.967 1.284 1.634
38 H -1.860 1.258 2.267
39 H -0.109 0.976 2.235
40 H 0.297 2.829 0.817
41 H -0.996 3.409 1.864
42 H -1.998 3.957 -0.174
43 H -1.044 2.772 -1.066
44 H -3.456 2.152 -1.015
45 H -3.379 2.046 0.743
46 H -1.897 0.406 -1.357
47 H -1.328 -1.550 -1.196

Atomic forces in eV per Å
0.16 -0.05 -0.23
-0.04 -0.05 0.06
-0.15 0.06 -0.02
-0.03 0.08 0.15
0.07 0.15 0.10
-0.14 0.06 -0.08
0.17 -0.09 -0.01
0.01 -0.13 -0.01
0.05 -0.02 0.08
0.01 0.11 -0.02
-0.50 -0.03 0.06
0.21 0.56 -0.60
0.15 -0.21 -0.49
0.20 -0.02 0.33
0.06 0.04 0.26
-0.71 -0.15 -0.63
-0.21 -0.60 -0.23
0.49 0.13 0.42
-0.21 0.50 -0.21
-0.15 -1.06 -0.25
0.41 0.22 0.57
-0.50 0.82 -0.64
0.10 -0.54 -0.19
1.01 0.02 0.94
0.04 0.11 0.04
-0.01 0.08 0.00
-0.11 0.10 -0.06
0.23 -0.12 0.04
-0.09 0.07 0.19
0.05 -0.26 0.06
-0.02 0.23 0.04
-0.49 -0.15 -0.33
0.02 0.03 -0.09
0.19 0.00 -0.12
-0.14 0.05 0.13
-0.03 -0.15 -0.03
0.28 0.18 0.42
0.07 0.00 0.00
-0.22 0.04 -0.03
-0.01 0.02 0.10
0.04 0.03 0.02
0.05 0.02 -0.10
0.02 0.05 -0.09
-0.06 -0.06 0.04
-0.07 0.00 -0.01
-0.14 -0.01 0.16
-0.06 -0.06 0.23

## Properties
ΔE to the lowest compared entry with this formula, charge and spin ... 119.2 kJ/mol
LUMO level ... -1.00 eV

Record 2
# C16H23BIrN4O8P2

A structure of composition C16H23BIrN4O8P2 (ωB97M-V/def2-TZVPD, the Open Molecules 2025 dataset).

Positions of all 55 atoms, in Å:
1 Ir 0.088 -0.034 0.108
2 C -1.057 3.230 3.708
3 C -0.715 2.261 2.591
4 O 0.685 2.087 2.369
5 P -1.372 2.769 0.997
6 O -0.797 4.211 0.757
7 O -2.912 3.023 1.091
8 O -0.998 1.785 -0.094
9 P -1.375 0.557 2.947
10 O -2.932 0.683 2.525
11 O -1.175 0.220 4.354
12 O -0.706 -0.367 1.896
13 H -0.593 4.198 3.521
14 H -0.714 2.836 4.664
15 H -2.136 3.374 3.769
16 H 1.132 2.053 3.229
17 H -1.346 4.808 0.230
18 H -3.459 2.237 1.250
19 H -3.505 0.364 3.237
20 B -0.868 -3.381 -0.541
21 N 0.496 -3.052 -0.094
22 C 1.407 -4.004 0.273
23 C 2.594 -3.392 0.548
24 C 2.351 -2.029 0.330
25 N 1.091 -1.839 -0.061
26 N -1.758 -2.255 -0.884
27 C -3.049 -2.422 -1.291
28 C -3.581 -1.197 -1.578
29 C -2.545 -0.290 -1.322
30 N -1.452 -0.941 -0.918
31 H -0.819 -4.185 -1.496
32 H -1.413 -4.154 0.256
33 H 1.134 -5.046 0.304
34 H 3.517 -3.849 0.858
35 H 3.034 -1.199 0.396
36 H -3.491 -3.403 -1.351
37 H -4.570 -0.975 -1.937
38 H -2.536 0.781 -1.430
39 C 2.141 3.173 -0.357
40 C 2.544 1.956 0.397
41 O 2.014 0.843 0.129
42 C 3.585 2.029 1.404
43 C 3.791 0.932 2.256
44 C 4.791 0.964 3.205
45 C 5.607 2.089 3.311
46 C 5.399 3.187 2.485
47 C 4.400 3.161 1.531
48 H 1.319 2.940 -1.029
49 H 2.984 3.551 -0.939
50 H 1.839 3.956 0.338
51 H 3.135 0.075 2.178
52 H 4.944 0.118 3.860
53 H 6.412 2.105 4.033
54 H 6.028 4.061 2.579
55 H 4.267 4.017 0.884

Atomic forces in eV per Å
-1.16 -2.18 -0.60
-0.08 0.15 -0.06
-0.16 -0.72 -0.12
0.08 0.20 0.12
-0.11 1.04 -0.07
-0.03 -0.40 -0.08
0.13 0.00 -0.22
0.57 -0.42 0.48
-0.98 1.58 1.43
0.52 -0.23 -0.13
0.16 -0.36 -0.41
1.41 -0.84 -2.49
0.01 -0.02 -0.02
0.00 -0.08 -0.02
0.00 -0.01 0.07
-0.02 0.00 -0.02
-0.04 0.16 -0.05
-0.05 -0.07 0.11
-0.16 -0.07 0.09
-1.07 -4.19 -0.51
1.83 -0.32 1.02
-1.55 0.90 -0.50
0.60 1.48 -0.06
1.55 -0.66 0.42
-0.83 0.63 0.35
-1.64 0.53 -0.40
2.00 -0.38 0.71
0.59 2.03 -0.10
-2.23 0.66 -0.84
1.51 0.43 1.61
0.22 0.94 0.13
0.17 0.89 0.14
-0.14 0.07 -0.12
0.01 0.03 -0.04
-0.06 -0.09 0.07
0.21 -0.08 0.05
0.02 0.05 -0.02
-0.02 -0.06 0.00
-0.14 -0.15 -0.12
0.39 1.05 0.11
-1.35 -1.18 0.31
-0.20 -0.35 -0.26
-0.03 -0.08 0.10
-0.04 -0.10 0.00
-0.05 -0.03 -0.06
0.03 0.10 -0.08
0.02 0.18 0.04
0.01 0.03 -0.04
0.01 -0.03 -0.01
0.04 0.01 0.01
0.06 -0.04 0.04
0.00 0.01 0.00
-0.03 0.01 0.04
0.01 -0.01 -0.02
0.00 -0.01 0.00

## Properties
Net charge ... +2
ΔE to the lowest compared entry with this formula, charge and spin ... 53.6 kJ/mol
Multiplicity ... 2
LUMO level (alpha / beta) ... -9.57 / -10.11 eV

Record 3
# C16H23ClN3O2PtS

A structure of composition C16H23ClN3O2PtS (ωB97M-V/def2-TZVPD, the Open Molecules 2025 dataset).

Positions of all 47 atoms, in Å:
1 Pt -0.021 0.272 0.253
2 N 2.202 0.223 -0.360
3 C 2.665 1.000 -1.526
4 C 2.642 2.483 -1.231
5 C 1.232 3.025 -1.068
6 N 0.583 2.484 0.138
7 H 2.730 0.492 0.466
8 H 2.377 -0.768 -0.505
9 H 2.011 0.778 -2.369
10 H 3.678 0.697 -1.799
11 H 3.127 3.019 -2.046
12 H 3.224 2.683 -0.323
13 H 0.625 2.737 -1.928
14 H 1.271 4.116 -1.034
15 H -0.291 2.972 0.305
16 H 1.158 2.628 0.963
17 O 0.332 0.480 2.565
18 N 1.291 -0.329 2.969
19 C 2.021 0.013 4.054
20 C 3.043 -0.780 4.504
21 C 3.322 -1.968 3.830
22 C 2.556 -2.313 2.740
23 C 1.520 -1.485 2.303
24 S 0.556 -1.918 0.912
25 H 1.719 0.938 4.520
26 H 3.609 -0.479 5.372
27 H 4.131 -2.607 4.155
28 H 2.740 -3.223 2.186
29 Cl -5.709 -1.922 -3.463
30 C -4.484 -1.197 -2.480
31 C -4.236 -1.669 -1.265
32 C -3.129 -1.102 -0.435
33 C -2.677 0.282 -0.893
34 C -2.000 1.116 -0.022
35 C -2.939 0.658 -2.248
36 C -3.773 -0.054 -3.019
37 H -4.812 -2.491 -0.861
38 H -3.431 -1.066 0.613
39 H -2.341 1.064 1.016
40 H -1.931 2.140 -0.383
41 H -2.513 1.571 -2.646
42 H -3.969 0.264 -4.035
43 C -1.615 -2.573 -1.647
44 O -1.993 -1.976 -0.409
45 H -2.412 -3.192 -2.057
46 H -0.755 -3.198 -1.422
47 H -1.334 -1.822 -2.392

Atomic forces in eV per Å
2.73 1.24 -0.62
-0.43 -0.40 0.12
0.05 0.03 -0.04
-0.19 -0.03 0.01
0.16 0.04 -0.12
-1.02 -0.60 -0.10
0.06 -0.07 -0.01
-0.06 -0.03 0.07
-0.01 -0.07 0.02
0.01 -0.04 0.04
0.03 0.00 0.01
0.03 0.09 -0.05
-0.02 0.04 0.00
-0.08 0.01 0.10
0.11 0.16 0.11
-0.04 -0.10 0.06
0.07 0.41 0.27
-0.06 -0.24 -0.10
-0.03 0.05 0.12
0.02 -0.11 0.01
-0.04 -0.01 0.00
-0.01 -0.02 0.03
0.23 0.07 -0.17
-0.97 0.30 -0.10
-0.02 0.02 -0.06
-0.02 0.04 -0.01
-0.02 -0.01 0.00
0.01 0.00 0.02
0.03 0.10 -0.11
-0.22 -0.24 -0.09
-0.10 0.04 0.27
0.23 0.12 -0.02
0.71 -0.58 0.18
-1.56 -0.02 0.66
0.19 0.20 -0.33
-0.11 0.07 -0.14
0.12 -0.09 -0.02
-0.02 0.16 0.01
0.24 -0.11 0.09
0.34 -0.04 -0.02
0.13 -0.03 0.09
-0.13 -0.07 0.01
-0.03 0.13 -0.01
-0.39 -0.38 -0.19
0.04 -0.07 0.00
0.01 0.00 -0.01
0.04 0.03 0.03

## Properties
Net charge ... +1
ΔE to the lowest compared entry with this formula, charge and spin ... 276.1 kJ/mol
LUMO level ... -4.22 eV

Record 4
# C16H23ClNO10

A cluster of 5 separate species, C16H23ClNO10 in total (ωB97M-V/def2-TZVPD, the Open Molecules 2025 dataset).

Positions of all 51 atoms, in Å:
1 Cl 0.786 0.223 -0.631
2 O -0.329 1.067 -0.314
3 O 0.585 -1.124 -0.161
4 O 0.840 0.337 -2.100
5 O 1.940 0.909 -0.145
6 O -2.608 -1.859 3.895
7 C -2.669 -0.639 3.579
8 O -3.233 0.339 4.348
9 C -2.738 1.591 4.024
10 C -1.589 1.368 3.084
11 C -2.065 0.039 2.358
12 H -2.569 2.174 4.929
13 H -3.571 2.017 3.465
14 H -0.669 1.218 3.649
15 H -1.354 2.194 2.413
16 H -1.253 -0.534 1.911
17 H -2.896 0.218 1.676
18 O -0.054 -2.321 5.045
19 C 0.823 -1.720 4.479
20 O 1.398 -0.538 5.028
21 C 2.676 -0.399 4.469
22 C 2.933 -1.602 3.527
23 C 1.543 -2.138 3.157
24 H 3.568 -0.370 5.093
25 H 2.716 0.558 3.948
26 H 3.661 -2.328 3.890
27 H 3.495 -1.271 2.653
28 H 1.348 -3.201 3.010
29 H 1.085 -1.643 2.301
30 O -0.677 -2.357 -5.510
31 C 0.401 -2.341 -4.921
32 O 0.550 -2.914 -3.778
33 C 1.917 -2.916 -3.247
34 C 2.693 -2.165 -4.318
35 C 1.650 -1.664 -5.266
36 H 2.292 -3.908 -2.995
37 H 1.934 -2.431 -2.271
38 H 3.190 -2.965 -4.865
39 H 3.575 -1.573 -4.074
40 H 1.878 -1.789 -6.325
41 H 1.611 -0.587 -5.106
42 N -1.452 3.454 -2.096
43 C -1.419 2.858 -3.344
44 C -2.470 3.158 -4.145
45 C -3.382 3.953 -3.343
46 C -2.697 4.111 -2.085
47 H -0.872 3.358 -1.275
48 H -0.656 2.115 -3.520
49 H -2.588 2.813 -5.161
50 H -4.275 4.471 -3.660
51 H -3.006 4.754 -1.274

Atomic forces in eV per Å
-1.07 2.93 -3.36
-1.53 -0.12 1.58
0.65 0.15 0.11
0.58 -1.82 0.43
1.47 -1.04 1.28
-0.97 4.78 -1.07
0.82 -3.92 0.65
-0.06 -2.95 1.30
-0.91 1.42 -1.13
0.45 -0.55 -0.94
0.71 0.70 1.59
0.23 -0.13 -0.04
0.05 0.88 -0.04
0.07 -0.47 0.01
-0.40 -0.05 -0.10
-0.34 0.08 -0.11
0.25 0.17 -0.30
1.21 1.16 -0.55
-1.01 -0.68 0.38
-0.46 -1.85 0.00
1.35 0.09 -1.61
0.48 0.16 -1.69
-0.35 0.74 1.83
-0.65 -0.01 1.22
-0.19 -0.05 -0.38
-0.61 -0.31 0.83
-0.33 0.39 -0.29
0.52 0.03 0.21
0.13 0.35 0.04
1.80 0.05 0.49
-2.62 0.85 -1.51
0.59 -2.33 3.06
-0.44 1.34 0.79
1.52 -2.55 -0.98
1.29 2.22 -1.10
-0.42 -0.34 -0.77
-0.55 0.48 -0.16
0.24 -0.33 -0.23
-0.78 0.69 0.57
0.10 -0.12 0.06
-0.85 0.14 -0.11
-3.53 0.96 -1.63
2.15 -1.20 0.61
-1.11 0.72 1.00
2.82 -0.01 1.84
-0.67 0.12 -1.69
0.10 -0.58 -0.47
0.20 0.19 -0.11
-0.07 -0.05 0.16
-0.01 -0.15 0.21
0.13 -0.18 0.13

## Properties
Net charge ... -1
ΔE to the lowest compared entry with this formula, charge and spin ... 0.0 kJ/mol
LUMO level ... 2.80 eV

Record 5
# C16H23CoNO3P2

A structure of composition C16H23CoNO3P2 (ωB97M-V/def2-TZVPD, the Open Molecules 2025 dataset).

Positions of all 46 atoms, in Å:
1 Co -1.159 0.247 0.723
2 O -0.982 -0.210 -2.585
3 C -0.524 -0.425 -3.702
4 O 1.333 1.104 -2.073
5 C 1.328 1.131 -3.291
6 O 2.098 1.953 -4.052
7 N 0.565 0.331 -4.191
8 C 1.802 1.778 -5.471
9 C 0.920 0.562 -5.592
10 H 2.761 1.681 -5.992
11 H 1.270 2.677 -5.803
12 H 1.476 -0.283 -6.010
13 H 0.046 0.755 -6.220
14 C -0.994 -1.430 -4.659
15 C -2.121 -2.115 -4.471
16 H -0.331 -1.578 -5.511
17 H -2.769 -1.878 -3.625
18 H -2.397 -2.903 -5.173
19 C -1.074 2.566 3.294
20 P -0.152 1.513 2.112
21 C 1.000 2.700 1.366
22 C 0.822 0.361 3.209
23 C 1.531 0.744 4.352
24 C 2.066 -0.194 5.238
25 C 1.784 -1.539 5.014
26 C 1.001 -1.942 3.932
27 C 0.578 -1.010 2.969
28 P -0.621 -1.564 1.643
29 C -1.917 -2.355 2.679
30 C -1.739 -1.708 -0.087
31 H -1.649 3.317 2.743
32 H -0.410 3.090 3.995
33 H -1.806 1.980 3.860
34 H 1.518 3.294 2.127
35 H 1.719 2.139 0.764
36 H 0.411 3.342 0.699
37 H 1.665 1.796 4.588
38 H 2.631 0.122 6.121
39 H 2.128 -2.280 5.730
40 H 0.691 -2.981 3.847
41 H -1.960 -1.900 3.680
42 H -2.874 -2.171 2.178
43 H -1.735 -3.442 2.735
44 H -2.533 -2.393 0.228
45 H -1.176 -2.143 -0.925
46 H -2.223 -0.737 -0.393

Atomic forces in eV per Å
-1.44 0.04 -2.79
-0.07 -0.57 -0.32
0.62 1.17 0.07
0.02 0.07 -1.71
0.16 0.34 -0.10
-0.53 -0.77 0.36
-0.61 -0.07 1.61
0.45 1.05 0.26
0.02 -0.69 0.06
-0.32 0.07 0.14
0.31 -0.12 0.07
-0.14 0.00 0.11
0.07 -0.06 0.23
-0.13 -0.32 -0.15
0.28 0.06 -0.21
-0.38 -0.28 0.15
0.16 -0.20 -0.26
-0.13 0.29 0.28
-0.70 -0.17 -0.14
2.40 1.80 3.03
-0.11 -0.34 -0.45
-0.80 -0.32 -0.74
0.12 0.28 -0.08
-0.34 -0.03 -0.44
-0.20 -0.05 0.13
0.00 -0.19 -0.65
0.27 0.58 0.62
-0.04 -2.26 2.55
-0.22 0.02 -0.09
0.56 0.83 -0.35
0.17 -0.02 -0.03
0.02 -0.30 -0.31
0.22 0.00 0.00
-0.20 -0.15 -0.11
0.04 0.20 -0.05
0.27 0.04 0.14
-0.02 -0.03 -0.15
-0.21 -0.10 -0.44
-0.09 0.03 -0.16
0.33 0.09 -0.03
0.22 -0.29 -0.33
0.09 -0.26 0.34
-0.16 0.43 0.10
0.36 0.35 0.27
0.03 0.61 0.35
-0.33 -0.77 -0.78

## Properties
Net charge ... +2
Multiplicity ... 4
LUMO level (alpha / beta) ... -8.16 / -8.72 eV

- Which formula does entry 2 have?
  C16H23BIrN4O8P2